Entry from the Open Molecules 2025 dataset: a 7-piece molecular cluster, H12IO6 overall (wB97M-V/def2-TZVPD).

Atoms and positions in Å:
I1 -0.0304 0.0601 -0.2587
O1 -0.6114 -2.2319 -3.2757
H1 -0.2114 -3.0969 -3.0097
H2 -0.7244 -1.6469 -2.5677
O2 -0.2804 -1.0229 3.0413
H3 -0.2834 -0.2569 3.7333
H4 0.1126 -0.6539 2.2673
O3 1.9626 2.4601 -1.8807
H5 1.4666 3.2321 -2.0047
H6 1.3336 1.8151 -1.4987
O4 -0.0434 3.6991 0.0793
H7 0.8546 3.7941 0.0823
H8 -0.1884 2.8831 0.5003
O5 -2.8814 0.4121 1.9853
H9 -3.3064 -0.3689 2.3123
H10 -2.0274 0.1731 1.4583
O6 2.0276 -3.0849 -0.2567
H11 1.4116 -2.4829 -0.1007
H12 1.4196 -3.6819 -0.6057

Computed properties:
* LUMO: 3.09 eV
* multiplicity: 1
* net charge: -1
* calculated total energy: -20583.2077 eV
* relative energy (zero: lowest compared OMol25 entry of this formula, charge and spin): 133.8 kJ/mol